# 1
{"formula": "C20H44BN4NbO2", "method": "ωB97M-V with the def2-TZVPD basis set", "max_force_ev_per_a": 5.99, "e_tot_ev": -33733.93157, "spin_multiplicity": 1, "homo_lumo_gap_ev": [6.0, 6.0], "e_lumo_ev": [0.48, 0.48], "e_homo_ev": [-5.528, -5.524], "elements": ["Nb", "N", "N", "N", "N", "H", "C", "H", "H", "H", "C", "H", "H", "C", "H", "H", "H", "H", "C", "H", "H", "C", "H", "C", "H", "H", "H", "C", "H", "H", "H", "H", "C", "H", "H", "C", "H", "C", "H", "H", "H", "H", "C", "C", "H", "H", "C", "H", "C", "H", "H", "C", "C", "C", "O", "B", "O", "C", "C", "C", "H", "H", "H", "H", "H", "H", "H", "H", "H", "H", "H", "H"], "positions_angstrom": [[-0.12591, 0.44286, -0.61596], [-1.55782, 1.62428, 0.52377], [1.46510, 1.22640, 0.29649], [-0.69264, -1.63512, -0.65054], [1.39586, -1.09583, -1.22878], [-0.52628, 3.54173, 0.11681], [-1.21842, 3.05146, 0.82013], [-0.79481, 3.07890, 1.82572], [-2.13051, 3.67626, 0.81938], [-3.54640, 2.35470, 0.11674], [-3.01694, 1.48209, 0.54959], [-3.29527, 1.42878, 1.61222], [-3.36685, 0.59023, 0.02007], [2.17447, 2.27265, -0.43537], [3.18266, 1.90929, -0.71489], [1.61405, 2.55902, -1.34051], [2.31063, 3.16058, 0.21155], [3.31322, 0.46719, 1.00379], [2.27511, 0.62236, 1.35712], [2.35447, 1.29347, 2.23779], [1.87168, -0.34906, 1.68598], [-2.01248, -2.12855, -1.05086], [-2.49008, -1.29451, -1.57802], [-2.91918, -2.37347, 0.12788], [-2.94582, -1.50845, 0.78601], [-3.92847, -2.53887, -0.26863], [-2.57543, -3.22771, 0.71298], [-1.97601, -3.26202, -2.04769], [-3.02003, -3.56217, -2.19814], [-1.58368, -2.95914, -3.02408], [-1.40800, -4.11168, -1.67653], [3.24516, -1.48675, -4.06686], [2.30237, -1.47555, -3.51370], [1.91364, -2.48938, -3.42111], [1.60639, -0.87005, -4.09339], [2.51127, -0.86244, -2.14230], [2.55087, 0.22507, -2.27979], [3.86473, -1.20074, -1.53672], [3.78087, -1.46029, -0.48309], [4.30848, -2.04174, -2.08702], [4.53483, -0.32909, -1.60827], [0.80512, -3.12052, -1.16205], [0.54179, -2.07233, -1.02632], [-0.75966, 1.34029, -2.39023], [-1.82200, 1.29156, -2.09747], [-0.36003, 2.32109, -2.08221], [-0.53584, 1.12332, -3.86240], [0.45251, 1.49732, -4.21971], [-1.48040, 0.63652, -4.71047], [-2.42980, 0.19213, -4.32754], [-1.20413, 0.42061, -5.76655], [-1.45488, -2.05162, 4.38569], [-1.60310, -0.69650, 3.70009], [-3.03481, -0.22035, 3.92043], [-1.39893, -0.79212, 2.26800], [-0.75326, 0.34477, 1.77723], [-0.31901, 1.09661, 2.86516], [-0.52140, 0.38748, 4.10865], [-0.92822, 1.39559, 5.16297], [0.79780, -0.25833, 4.54492], [-2.21465, -2.74229, 4.00560], [-1.61286, -1.94265, 5.47097], [-0.47343, -2.50970, 4.23490], [-3.72543, -0.96270, 3.49846], [-3.23278, -0.11946, 4.99810], [-3.23830, 0.73122, 3.40884], [-1.11415, 0.88881, 6.11711], [-0.11101, 2.10933, 5.29224], [-1.81959, 1.94097, 4.85691], [1.12420, -1.07432, 3.88197], [1.59468, 0.49815, 4.55393], [0.69459, -0.65839, 5.56695]], "atomic_forces_ev_per_a": [[4.34, -2.12, 3.54], [-0.30, 1.50, 0.33], [-0.39, -0.46, -0.14], [1.44, 0.20, -0.40], [-0.98, 0.79, -0.07], [0.00, -0.44, 0.04], [-0.52, -0.36, 0.08], [0.19, 0.26, -0.04], [0.32, -0.23, 0.03], [0.36, -0.40, -0.01], [0.15, -0.01, 0.45], [-0.59, -0.09, -0.34], [0.07, -0.03, 0.19], [0.01, 0.08, 0.57], [-0.34, 0.19, -0.11], [0.33, 0.04, 0.27], [-0.05, -0.14, -0.35], [-0.29, -0.07, -0.02], [0.31, 0.30, -0.16], [-0.28, -0.31, -0.36], [0.03, 0.45, -0.18], [0.45, 0.38, 0.15], [0.09, 0.22, -0.19], [-0.32, -0.25, 0.06], [0.09, -0.08, -0.02], [0.07, -0.20, 0.25], [-0.14, -0.08, 0.03], [-0.43, -0.19, -0.15], [0.25, -0.22, -0.09], [0.12, 0.03, 0.21], [-0.01, -0.18, 0.03], [-0.06, -0.11, 0.05], [-0.02, 0.08, -0.20], [0.10, -0.09, -0.16], [-0.23, -0.18, 0.01], [0.11, 0.01, 0.71], [-0.38, -0.08, 0.03], [0.66, -0.28, -0.09], [-0.01, -0.04, -0.02], [0.13, 0.15, 0.33], [-0.04, -0.42, -0.04], [-0.25, -0.31, -0.19], [-1.01, 0.70, -0.96], [-1.49, 0.49, -1.54], [-0.25, 0.55, -0.56], [-0.30, 0.19, -0.01], [-0.75, 0.11, 0.29], [-0.87, -0.48, -0.02], [1.20, -0.76, 0.23], [0.76, 0.69, -0.35], [-0.41, 0.35, 0.85], [0.17, -0.07, -0.02], [0.03, 0.68, -0.14], [-0.19, 0.13, 0.08], [-0.36, -0.56, 0.31], [-1.02, 0.38, -1.69], [0.57, 0.45, 0.48], [0.13, -0.51, -0.64], [-0.15, -0.09, -0.03], [0.23, -0.11, 0.04], [0.09, 0.12, 0.02], [0.03, 0.01, -0.32], [-0.17, 0.11, -0.06], [0.15, 0.13, 0.14], [-0.10, 0.05, -0.32], [0.16, -0.24, 0.35], [-0.01, 0.15, -0.10], [-0.09, -0.04, 0.05], [0.00, 0.02, 0.07], [-0.19, 0.29, 0.14], [-0.25, -0.12, 0.02], [0.09, 0.06, -0.35]], "lowdin_charge": [1.69, -0.36, -0.37, -0.12, -0.10, 0.06, -0.12, 0.07, 0.07, 0.08, -0.13, 0.07, 0.07, -0.16, 0.07, 0.06, 0.09, 0.07, -0.14, 0.09, 0.07, -0.48, 0.11, -0.07, 0.05, 0.09, 0.09, -0.06, 0.08, 0.08, 0.08, 0.08, -0.05, 0.08, 0.06, -0.46, 0.10, -0.06, 0.06, 0.07, 0.08, 0.13, -0.22, -0.36, 0.04, 0.04, -0.27, 0.10, -0.05, 0.06, 0.05, -0.01, -0.45, -0.02, 0.04, -0.67, 0.04, -0.46, -0.01, -0.02, 0.09, 0.10, 0.08, 0.10, 0.09, 0.07, 0.09, 0.09, 0.09, 0.09, 0.09, 0.09]}


# 2
{"formula": "C31H52O23S4", "method": "ωB97M-V with the def2-TZVPD basis set", "max_force_ev_per_a": 6.90, "smiles": "O=S1(=O)CCCC1.O=S1(=O)CCCC1.O=S1(=O)CCCC1.O=S1(=O)CCCC1.O=C1OCCO1.O=C1OCCO1.O=C1OCCO1.O=C1OCCO1.O=C1OCCO1", "e_tot_ev": -123421.14099, "spin_multiplicity": 1, "homo_lumo_gap_ev": 10.1, "e_lumo_ev": 0.09, "e_homo_ev": -10.053, "elements": ["C", "C", "O", "C", "O", "O", "H", "H", "H", "H", "C", "C", "O", "C", "O", "O", "H", "H", "H", "H", "C", "C", "O", "C", "O", "O", "H", "H", "H", "H", "C", "C", "O", "C", "O", "O", "H", "H", "H", "H", "C", "C", "O", "C", "O", "O", "H", "H", "H", "H", "C", "C", "C", "S", "O", "O", "C", "H", "H", "H", "H", "H", "H", "H", "H", "C", "C", "C", "S", "O", "O", "C", "H", "H", "H", "H", "H", "H", "H", "H", "C", "C", "C", "S", "O", "O", "C", "H", "H", "H", "H", "H", "H", "H", "H", "C", "C", "C", "S", "O", "O", "C", "H", "H", "H", "H", "H", "H", "H", "H"], "positions_angstrom": [[-1.47115, -17.41954, 3.49416], [-0.77890, -18.51006, 2.72351], [0.45531, -17.85287, 2.29740], [0.71175, -16.83570, 3.17434], [1.74974, -16.19147, 3.24242], [-0.37391, -16.54005, 3.97173], [-2.06150, -17.69104, 4.33020], [-2.03935, -16.81389, 2.78899], [-1.37994, -18.85627, 1.92277], [-0.49150, -19.36066, 3.31041], [2.06707, -22.96372, -0.35324], [1.25939, -24.25883, -0.64417], [-0.00951, -23.71823, -0.99113], [0.12902, -22.47930, -1.55679], [-0.64912, -21.94025, -2.18044], [1.42412, -22.05877, -1.24565], [3.11700, -22.98660, -0.69316], [1.91413, -22.57684, 0.67060], [1.12943, -24.89856, 0.19541], [1.71650, -24.75226, -1.49749], [3.63243, -19.42220, 3.80989], [3.42277, -20.13131, 2.50456], [2.41425, -21.09908, 2.80959], [1.81003, -20.75906, 3.90935], [0.76671, -21.27789, 4.18825], [2.41999, -19.76387, 4.48380], [3.61240, -18.31426, 3.70988], [4.45757, -19.76187, 4.38753], [4.14886, -20.83267, 2.14879], [3.04312, -19.60929, 1.60109], [-1.35983, -23.51427, 7.07353], [-0.46502, -23.61140, 5.83185], [-1.37658, -24.25185, 4.92656], [-2.28890, -24.93198, 5.65145], [-3.16548, -25.67292, 5.21243], [-2.19438, -24.66081, 6.91641], [-1.92934, -22.56737, 7.21134], [-0.83339, -23.72150, 8.00879], [0.46827, -24.25135, 5.97599], [-0.34141, -22.58835, 5.55874], [-5.24741, -21.07759, 6.01915], [-5.40058, -19.75630, 5.29355], [-4.15788, -19.14311, 5.63614], [-3.27422, -20.01390, 6.09407], [-2.15135, -19.75945, 6.31662], [-3.81483, -21.26219, 6.10618], [-5.62609, -21.81751, 5.32493], [-5.72181, -21.18741, 7.02128], [-6.18023, -19.09554, 5.70513], [-5.43436, -19.78216, 4.14948], [-1.19360, -27.69425, 3.13211], [-1.94975, -26.73057, 2.15642], [-2.91559, -27.60396, 1.33602], [-3.68178, -28.56877, 2.61527], [-3.87809, -29.93538, 2.18722], [-4.78573, -27.77246, 3.08421], [-2.33286, -28.57260, 3.78372], [-0.85086, -27.17525, 4.00501], [-0.38691, -28.25008, 2.60368], [-1.24148, -26.13414, 1.54430], [-2.51224, -26.19756, 2.92202], [-2.41649, -28.28615, 0.65110], [-3.73871, -27.08030, 0.92449], [-2.11356, -29.59157, 4.05580], [-2.69907, -28.02874, 4.62352], [-8.28378, -25.74118, 2.04353], [-7.49209, -25.53408, 3.46761], [-6.52989, -24.39953, 3.17903], [-6.07391, -24.40285, 1.52300], [-4.65025, -24.74806, 1.36020], [-6.65288, -23.24746, 0.83894], [-7.05322, -25.83818, 1.14729], [-8.81025, -24.85623, 1.82061], [-8.95557, -26.58014, 2.09537], [-6.98296, -26.43477, 3.84868], [-8.17134, -25.12591, 4.23053], [-5.55946, -24.54783, 3.71168], [-6.89584, -23.41074, 3.44888], [-6.44629, -26.66819, 1.51818], [-7.07153, -25.81964, 0.07782], [-7.34399, -20.17518, 0.75600], [-8.89939, -20.26121, 0.57741], [-9.38462, -21.14150, 1.69776], [-8.45629, -20.49923, 3.10590], [-8.09465, -21.55060, 4.03492], [-9.00659, -19.26709, 3.60768], [-6.89890, -20.18432, 2.20663], [-6.99943, -19.23768, 0.38339], [-6.90847, -21.02640, 0.21212], [-9.15282, -20.70646, -0.39857], [-9.33047, -19.30819, 0.66862], [-8.94267, -22.12687, 1.56650], [-10.44238, -21.12278, 1.87311], [-6.20897, -21.00148, 2.47937], [-6.52895, -19.20207, 2.51469], [-1.11763, -22.07758, 1.43331], [-2.31547, -22.60472, 0.50208], [-3.37840, -21.61091, 0.79086], [-3.28891, -21.48813, 2.57699], [-4.29054, -22.35960, 3.22659], [-3.24849, -20.13454, 3.06223], [-1.68584, -22.12485, 2.79039], [-0.76823, -21.04221, 1.19687], [-0.17782, -22.67730, 1.40813], [-2.72847, -23.60176, 0.83853], [-1.99297, -22.87928, -0.45310], [-4.43675, -21.91054, 0.62745], [-3.16982, -20.64304, 0.40195], [-1.80525, -23.13127, 3.14553], [-1.09338, -21.63375, 3.55761]], "atomic_forces_ev_per_a": [[0.81, 1.48, -0.47], [0.84, 0.52, 0.93], [-0.18, 0.41, 0.66], [0.80, 1.88, 0.67], [-1.86, -1.82, -0.42], [0.46, -1.79, -1.54], [-0.45, -0.52, 0.71], [-0.23, 0.07, 0.14], [-0.20, -0.03, -1.08], [0.05, -0.38, 0.53], [-0.44, -0.18, -0.30], [0.73, 1.61, -0.15], [-0.41, -0.36, -0.53], [5.19, -3.12, 3.31], [-3.28, 2.69, -2.59], [-1.18, 0.78, -0.73], [-0.43, -0.22, 0.61], [0.43, -0.35, -0.33], [0.00, -0.57, 0.57], [-0.20, -0.35, -0.08], [-0.98, 1.68, -0.68], [-0.30, -1.35, -2.09], [0.42, -0.63, -1.24], [-1.61, -0.45, -0.72], [-0.02, 0.14, 1.36], [-0.08, 0.98, 1.97], [0.28, -0.78, 0.06], [0.74, -0.28, 0.39], [1.53, 0.48, -0.05], [0.33, 0.50, 0.95], [0.95, -0.41, 1.49], [-0.41, -0.31, 1.33], [0.17, -0.62, -0.27], [-2.68, -1.56, -1.83], [2.14, 1.19, 0.13], [-0.33, 0.57, 1.39], [0.17, -0.77, -0.62], [0.20, 0.37, -0.15], [-1.19, 1.05, -0.30], [0.95, 0.31, -0.88], [-0.60, -1.19, -0.80], [0.18, 0.95, -0.38], [-0.01, 1.47, 0.19], [-1.30, -1.01, -1.48], [2.01, 0.23, 0.77], [-0.53, 0.57, 0.69], [-0.07, -0.59, 0.34], [0.41, 0.39, -0.72], [0.08, -0.47, -0.35], [-0.04, -0.38, 1.93], [-0.81, -1.08, -0.61], [0.65, -0.86, 0.71], [1.07, -0.20, 1.02], [0.35, -0.88, -0.43], [-0.36, 0.13, -0.07], [-0.39, -0.09, 0.35], [0.55, 0.65, -1.04], [0.95, 0.62, -0.01], [-0.57, 0.09, 0.63], [-0.70, -0.10, 0.47], [-0.31, 1.06, -0.78], [-0.01, 0.10, -0.14], [-0.55, 0.70, -0.79], [0.21, -0.27, -0.11], [-0.30, 0.34, 0.78], [2.42, -0.31, 1.93], [-1.76, 0.60, -0.93], [1.85, 0.33, 2.36], [0.94, -0.88, -0.74], [-1.52, 0.72, -0.33], [0.56, -0.28, 0.09], [0.36, -0.48, 0.12], [-0.91, 1.08, -0.15], [0.01, -0.43, -0.31], [-0.30, 0.30, -0.50], [0.02, -0.56, -0.15], [-0.69, 0.20, -0.20], [-0.19, -0.04, -0.06], [0.09, -0.09, -0.32], [-0.66, -0.35, -0.74], [-0.14, -0.48, -0.84], [1.16, -1.13, -0.23], [1.00, 0.12, 0.34], [1.75, -0.35, 0.39], [-0.81, -0.19, 0.38], [-0.36, -0.01, -0.19], [-1.10, -0.24, 0.18], [0.27, 0.47, -0.97], [0.03, 0.49, 0.18], [0.12, 0.31, 0.36], [-0.67, 1.37, -0.06], [-0.37, -0.34, 0.07], [-0.43, -0.15, 0.26], [-0.36, 0.42, -0.16], [-0.09, -0.27, 0.07], [1.04, -0.86, -1.64], [1.04, -1.40, 2.31], [-1.74, -0.21, 0.29], [-1.32, -1.10, 2.22], [0.93, 0.97, -1.17], [-0.40, 1.31, -0.38], [0.22, -0.59, 1.06], [-0.58, -0.59, -0.25], [-0.85, 0.13, -0.17], [0.76, 0.88, 0.36], [-0.07, 0.71, -1.72], [0.70, 0.08, -0.32], [0.04, 0.91, -0.39], [-0.11, -0.60, -0.17], [-0.54, 0.50, -0.14]], "lowdin_charge": [-0.06, -0.11, 0.05, -0.52, 0.11, 0.06, 0.11, 0.14, 0.10, 0.10, -0.11, -0.10, 0.01, -0.58, 0.24, 0.02, 0.14, 0.11, 0.12, 0.13, -0.06, -0.09, 0.06, -0.63, 0.11, 0.11, 0.15, 0.13, 0.12, 0.15, -0.09, -0.08, 0.03, -0.57, 0.12, 0.09, 0.13, 0.13, 0.16, 0.09, -0.10, -0.10, 0.04, -0.63, 0.17, 0.04, 0.10, 0.15, 0.14, 0.10, -0.18, -0.20, -0.21, 0.66, -0.33, -0.32, -0.20, 0.08, 0.12, 0.12, 0.08, 0.11, 0.07, 0.10, 0.07, -0.14, -0.15, -0.28, 0.70, -0.33, -0.33, -0.24, 0.08, 0.11, 0.11, 0.11, 0.11, 0.07, 0.09, 0.10, -0.21, -0.20, -0.21, 0.68, -0.35, -0.31, -0.22, 0.10, 0.09, 0.13, 0.09, 0.09, 0.11, 0.07, 0.10, -0.17, -0.17, -0.20, 0.72, -0.31, -0.29, -0.26, 0.13, 0.11, 0.12, 0.07, 0.10, 0.10, 0.09, 0.08]}